Model a:
A cluster of 2 separate species, H4OSSi in total. Source: the OMol25 dataset; level of theory: the ωB97M-V functional and the def2-TZVPD basis.

Computed properties:
**Structure (SMILES)**: [SiH2]=S.O
**Orbital gap**: 8.3080 eV
**Lowest unoccupied orbital energy**: -0.03896 hartree
**E_HOMO**: -0.3443 Ha

Geometry as ORCA input:
```
! wB97M-V def2-TZVPD RIJCOSX def2/J DEFGRID3
* xyz 0 1
Si 1.299 -0.875 -0.731
S 0.885 1.102 -0.630
H 0.922 -1.969 -1.718
H 1.861 -1.463 0.482
O -1.843 0.770 0.853
H -2.274 1.529 0.431
H -0.851 0.907 1.313
*
```

Taken from the natural (NBO) analysis, the atomic charges in e are:
1 Si 0.961
2 S -0.614
3 H -0.159
4 H -0.188
5 O -0.991
6 H 0.487
7 H 0.504

=====

Model b:
A cluster of 2 separate species, H4OSSi in total. Source: the OMol25 dataset; level of theory: the ωB97M-V functional and the def2-TZVPD basis.

Computed properties:
**Structure (SMILES)**: O=[SiH2].S
**Orbital gap**: 9.3686 eV
**Lowest unoccupied orbital energy**: -0.01938 hartree
**E_HOMO**: -0.3637 Ha

Geometry as ORCA input:
```
! wB97M-V def2-TZVPD RIJCOSX def2/J DEFGRID3
* xyz 0 1
O 0.978 1.861 0.396
Si 1.557 0.505 0.123
H 2.976 0.434 -0.080
H 0.865 -0.791 0.087
S -2.131 -1.260 -0.346
H -3.076 -0.568 0.238
H -1.170 -0.182 -0.417
*
```

Taken from the natural (NBO) analysis, the atomic charges in e are:
1 O -1.129
2 Si 1.604
3 H -0.241
4 H -0.234
5 S -0.299
6 H 0.142
7 H 0.155

=====

It turns out model b is the most stable, with the second structure 0.0034 hartree higher.

=====

Model a:
A cluster of 2 separate species, Br3HOSi in total. Source: the OMol25 dataset; level of theory: the ωB97M-V functional and the def2-TZVPD basis.

Computed properties:
**Structure (SMILES)**: O=[Si](Br)Br.Br
**Orbital gap**: 10.3790 eV
**Lowest unoccupied orbital energy**: -0.02582 hartree
**E_HOMO**: -0.4072 Ha

Geometry as ORCA input:
```
! wB97M-V def2-TZVPD RIJCOSX def2/J DEFGRID3
* xyz 0 1
O -0.183 0.726 -2.278
Si -0.030 1.199 -0.861
Br -1.342 2.150 0.573
Br 1.830 0.908 0.304
Br -0.892 -2.548 1.137
H 0.618 -2.434 1.125
*
```

Taken from the natural (NBO) analysis, the atomic charges in e are:
1 O -1.131
2 Si 1.669
3 Br -0.244
4 Br -0.295
5 Br -0.221
6 H 0.224

=====

Model b:
The molecule Br3HOSi. Source: the OMol25 dataset; level of theory: the ωB97M-V functional and the def2-TZVPD basis.

Computed properties:
**Structure (SMILES)**: O[Si](Br)(Br)Br
**Orbital gap**: 10.8382 eV
**Lowest unoccupied orbital energy**: 0.00816 hartree
**E_HOMO**: -0.3901 Ha

Geometry as ORCA input:
```
! wB97M-V def2-TZVPD RIJCOSX def2/J DEFGRID3
* xyz 0 1
O 1.426 -0.220 -0.285
Si -0.144 -0.140 0.172
Br -1.332 1.055 -1.265
Br -0.490 0.851 2.038
Br -1.106 -2.092 0.154
H 1.647 0.545 -0.815
*
```

Taken from the natural (NBO) analysis, the atomic charges in e are:
1 O -1.074
2 Si 1.373
3 Br -0.304
4 Br -0.252
5 Br -0.255
6 H 0.512

=====

It turns out model b is the most stable, with the second structure 0.1063 hartree higher.

=====

Model a:
A structure of composition C41H38Cl6N4O3S4Ti. Source: the OMol25 dataset; level of theory: the ωB97M-V functional and the def2-TZVPD basis.

Computed properties:
**Orbital gap**: 5.6603 eV
**Lowest unoccupied orbital energy**: -0.22239 hartree
**E_HOMO**: -0.4304 Ha

Geometry as ORCA input:
```
! wB97M-V def2-TZVPD RIJCOSX def2/J DEFGRID3
* xyz 2 1
Ti -1.591 -0.923 0.174
C 7.586 8.951 -2.640
O 7.345 8.335 -1.379
C 6.421 7.365 -1.311
C 5.669 6.910 -2.394
C 4.742 5.900 -2.207
C 4.549 5.325 -0.955
C 5.304 5.795 0.126
C 6.227 6.799 -0.046
C 3.571 4.258 -0.804
N 2.625 3.948 -1.669
C 1.967 2.893 -1.119
C 2.513 2.538 0.101
N 3.540 3.425 0.288
C 2.039 1.443 0.874
C 2.586 0.974 2.080
C 2.040 -0.131 2.685
C 0.928 -0.753 2.109
N 0.390 -0.327 0.981
C 0.946 0.732 0.348
C 0.347 1.115 -0.903
N -0.733 0.396 -1.309
C -1.276 0.664 -2.489
C -0.796 1.676 -3.321
C 0.259 2.449 -2.899
C 0.855 2.176 -1.657
H 8.358 9.692 -2.464
H 6.686 9.444 -3.012
H 7.940 8.221 -3.370
H 5.801 7.333 -3.378
H 4.158 5.542 -3.044
H 5.156 5.399 1.124
H 6.810 7.176 0.783
H 4.201 3.448 1.046
H 3.435 1.473 2.530
H 2.444 -0.516 3.611
H 0.471 -1.612 2.577
H -2.118 0.055 -2.785
H -1.274 1.847 -4.274
H 0.647 3.262 -3.499
Cl -7.953 -1.711 -3.945
C -6.524 -1.526 -3.025
C -6.072 -0.249 -2.686
Cl -6.947 1.133 -3.182
C -4.907 -0.098 -1.938
Cl -4.348 1.465 -1.486
C -4.187 -1.218 -1.528
O -3.073 -1.092 -0.798
C -4.653 -2.490 -1.857
Cl -3.760 -3.859 -1.302
C -5.813 -2.651 -2.605
Cl -6.362 -4.223 -2.999
C 2.721 -2.301 -2.214
C 1.266 -2.092 -2.634
S -0.052 -2.550 -1.479
C 0.075 -4.330 -1.217
C 1.256 -4.824 -0.384
S 1.360 -3.973 1.216
C 3.133 -3.664 1.425
C 3.900 -3.114 0.229
S 3.185 -1.655 -0.584
H 3.343 -1.802 -2.958
H 2.984 -3.355 -2.254
H 1.082 -2.622 -3.570
H 1.078 -1.034 -2.826
H 0.059 -4.825 -2.190
H -0.867 -4.580 -0.724
H 2.190 -4.678 -0.916
H 1.145 -5.896 -0.222
H 3.626 -4.575 1.765
H 3.168 -2.954 2.254
H 4.059 -3.879 -0.529
H 4.894 -2.832 0.577
C -7.399 -1.824 4.724
C -6.026 -2.173 4.234
C -4.898 -1.900 5.002
C -3.630 -2.214 4.538
C -3.501 -2.821 3.298
C -4.611 -3.102 2.503
C -5.861 -2.775 2.980
S -1.872 -3.139 2.742
C -1.982 -4.838 2.217
O -1.755 -2.385 1.385
H -7.375 -1.429 5.737
H -8.047 -2.702 4.710
H -7.855 -1.076 4.074
H -5.011 -1.434 5.972
H -2.755 -1.994 5.138
H -4.497 -3.545 1.521
H -6.735 -2.986 2.375
H -2.753 -4.930 1.455
H -2.238 -5.424 3.099
H -1.001 -5.130 1.847
Cl -3.944 0.365 1.836
C -2.239 0.617 1.421
H -1.660 0.610 2.344
H -2.127 1.582 0.926
*
```

Taken from the Löwdin analysis, the atomic charges in e are:
1 Ti 0.921
2 C -0.055
3 O -0.058
4 C -0.273
5 C 0.005
6 C -0.009
7 C -0.167
8 C -0.025
9 C 0.017
10 C -0.234
11 N 0.200
12 C -0.168
13 C -0.118
14 N 0.195
15 C -0.068
16 C 0.036
17 C -0.016
18 C -0.140
19 N 0.003
20 C -0.173
21 C -0.143
22 N -0.014
23 C -0.116
24 C 0.002
25 C 0.062
26 C -0.049
27 H 0.099
28 H 0.100
29 H 0.099
30 H 0.109
31 H 0.117
32 H 0.108
33 H 0.128
34 H 0.156
35 H 0.130
36 H 0.124
37 H 0.074
38 H 0.111
39 H 0.127
40 H 0.136
41 Cl 0.742
42 C -0.696
43 C -0.689
44 Cl 0.745
45 C -0.588
46 Cl 0.773
47 C -0.389
48 O -0.295
49 C -0.576
50 Cl 0.766
51 C -0.693
52 Cl 0.738
53 C -0.495
54 C -0.460
55 S 0.876
56 C -0.481
57 C -0.478
58 S 0.868
59 C -0.505
60 C -0.505
61 S 0.910
62 H 0.084
63 H 0.067
64 H 0.095
65 H 0.063
66 H 0.100
67 H 0.044
68 H 0.051
69 H 0.090
70 H 0.086
71 H 0.062
72 H 0.072
73 H 0.082
74 C -0.025
75 C -0.236
76 C -0.012
77 C -0.071
78 C -0.434
79 C -0.071
80 C -0.011
81 S 1.062
82 C -0.195
83 O -0.628
84 H 0.085
85 H 0.096
86 H 0.096
87 H 0.126
88 H 0.118
89 H 0.088
90 H 0.131
91 H 0.053
92 H 0.088
93 H 0.017
94 Cl 0.604
95 C -0.635
96 H 0.023
97 H 0.030

=====

Model b:
A structure of composition C41H38Cl6N4O3S4Ti. Source: the OMol25 dataset; level of theory: the ωB97M-V functional and the def2-TZVPD basis.

Computed properties:
**Orbital gap**: 5.6105 eV
**Lowest unoccupied orbital energy**: -0.22314 hartree
**E_HOMO**: -0.4293 Ha

Geometry as ORCA input:
```
! wB97M-V def2-TZVPD RIJCOSX def2/J DEFGRID3
* xyz 2 1
Ti 0.398 -0.626 -1.301
C 9.618 -8.268 5.485
O 8.548 -8.750 4.678
C 7.728 -7.856 4.107
C 7.845 -6.473 4.244
C 6.939 -5.643 3.608
C 5.909 -6.162 2.831
C 5.804 -7.552 2.699
C 6.696 -8.388 3.325
C 4.979 -5.249 2.181
N 5.059 -3.932 2.194
C 3.999 -3.498 1.462
C 3.248 -4.557 0.986
N 3.889 -5.672 1.460
C 2.073 -4.393 0.198
C 1.220 -5.404 -0.280
C 0.109 -5.068 -1.013
C -0.144 -3.724 -1.298
N 0.649 -2.757 -0.866
C 1.725 -3.069 -0.107
C 2.491 -1.957 0.392
N 2.039 -0.717 0.064
C 2.684 0.348 0.518
C 3.825 0.240 1.315
C 4.300 -1.005 1.645
C 3.624 -2.146 1.180
H 10.140 -9.149 5.842
H 9.240 -7.698 6.336
H 10.302 -7.652 4.898
H 8.634 -6.039 4.840
H 7.024 -4.569 3.710
H 5.026 -8.002 2.093
H 6.627 -9.463 3.228
H 3.624 -6.632 1.322
H 1.432 -6.444 -0.068
H -0.568 -5.826 -1.381
H -0.997 -3.428 -1.896
H 2.287 1.315 0.236
H 4.316 1.136 1.666
H 5.181 -1.134 2.260
Cl -6.024 -1.975 2.043
C -4.679 -1.571 1.070
C -3.393 -1.627 1.604
Cl -3.127 -2.128 3.220
C -2.312 -1.282 0.806
Cl -0.708 -1.195 1.423
C -2.482 -0.938 -0.528
O -1.408 -0.681 -1.300
C -3.767 -0.869 -1.055
Cl -3.942 -0.387 -2.698
C -4.865 -1.176 -0.259
Cl -6.441 -1.076 -0.916
C -2.765 2.977 2.864
C -2.328 3.240 1.429
S -0.718 2.590 0.922
C 0.455 3.426 2.019
C 0.613 2.884 3.443
S 0.845 1.089 3.489
C -0.368 0.495 4.714
C -1.728 1.182 4.815
S -2.741 1.217 3.305
H -3.786 3.340 2.979
H -2.151 3.531 3.569
H -2.367 4.313 1.225
H -3.022 2.752 0.739
H 0.222 4.492 2.049
H 1.407 3.330 1.490
H -0.247 3.130 4.056
H 1.477 3.368 3.899
H 0.098 0.513 5.700
H -0.514 -0.551 4.438
H -1.647 2.198 5.198
H -2.307 0.629 5.556
C 3.725 4.875 -6.421
C 2.742 4.096 -5.599
C 2.609 4.328 -4.227
C 1.682 3.636 -3.472
C 0.881 2.689 -4.100
C 1.003 2.422 -5.459
C 1.930 3.135 -6.200
S -0.312 1.764 -3.215
C -1.325 3.035 -2.497
O 0.479 1.185 -1.988
H 4.499 5.325 -5.802
H 3.210 5.679 -6.952
H 4.198 4.240 -7.169
H 3.241 5.065 -3.749
H 1.591 3.820 -2.408
H 0.380 1.672 -5.932
H 2.030 2.939 -7.260
H -2.092 2.535 -1.908
H -1.777 3.580 -3.327
H -0.717 3.683 -1.871
Cl 2.584 -0.874 -3.094
C 0.865 -1.274 -3.225
H 0.757 -2.335 -3.414
H 0.395 -0.696 -4.016
*
```

Taken from the Löwdin analysis, the atomic charges in e are:
1 Ti 0.961
2 C -0.054
3 O -0.057
4 C -0.273
5 C 0.006
6 C -0.008
7 C -0.165
8 C -0.023
9 C 0.017
10 C -0.230
11 N 0.197
12 C -0.165
13 C -0.115
14 N 0.193
15 C -0.044
16 C 0.048
17 C 0.000
18 C -0.088
19 N -0.020
20 C -0.150
21 C -0.157
22 N -0.033
23 C -0.107
24 C -0.011
25 C 0.065
26 C -0.043
27 H 0.098
28 H 0.099
29 H 0.099
30 H 0.109
31 H 0.116
32 H 0.106
33 H 0.129
34 H 0.154
35 H 0.130
36 H 0.126
37 H 0.134
38 H 0.114
39 H 0.125
40 H 0.137
41 Cl 0.748
42 C -0.693
43 C -0.716
44 Cl 0.735
45 C -0.577
46 Cl 0.825
47 C -0.397
48 O -0.255
49 C -0.602
50 Cl 0.755
51 C -0.687
52 Cl 0.747
53 C -0.508
54 C -0.523
55 S 0.822
56 C -0.518
57 C -0.509
58 S 0.819
59 C -0.523
60 C -0.508
61 S 0.867
62 H 0.081
63 H 0.065
64 H 0.086
65 H 0.068
66 H 0.090
67 H 0.057
68 H 0.045
69 H 0.081
70 H 0.079
71 H 0.044
72 H 0.071
73 H 0.079
74 C -0.027
75 C -0.235
76 C -0.008
77 C -0.052
78 C -0.413
79 C -0.062
80 C -0.011
81 S 1.052
82 C -0.208
83 O -0.623
84 H 0.085
85 H 0.100
86 H 0.091
87 H 0.126
88 H 0.118
89 H 0.118
90 H 0.129
91 H 0.051
92 H 0.087
93 H 0.047
94 Cl 0.641
95 C -0.613
96 H 0.026
97 H 0.011

=====

It turns out model a is the most stable, with the second structure 0.0128 hartree higher.